i) 2 unconnected molecules or ions with the total composition C5H15N2O, computed with ωB97M-V with the def2-TZVPD basis set.

ORCA input file:
```
! RIJCOSX wB97M-V def2-TZVPD def2/J DEFGRID3
* xyz 1 1
C 0.829 -2.262 -0.335
C 0.179 -1.039 0.318
C 0.264 0.076 -0.779
C 0.317 1.525 -0.434
C 1.025 2.327 -1.219
N -0.707 2.002 0.546
N 0.889 -0.590 1.583
H 1.759 -2.497 -0.019
H 0.014 -3.126 -0.125
H 0.807 -2.003 -1.473
H -0.943 -1.174 0.494
H -0.501 -0.127 -1.527
H 1.253 -0.150 -1.466
H 1.922 2.099 -1.697
H 0.926 3.432 -1.106
H -1.664 1.636 0.286
H -0.718 2.991 0.724
H 1.006 -1.440 2.158
H 0.372 0.271 2.088
H 1.802 -0.252 1.258
H -3.207 -0.991 -0.271
H -2.793 -0.541 0.979
O -2.830 -0.167 0.017
*
```

gap between HOMO and LUMO: 9.0 eV


ii) 2 unconnected molecules or ions with the total composition C5H15N2O, computed with ωB97M-V with the def2-TZVPD basis set.

ORCA input file:
```
! RIJCOSX wB97M-V def2-TZVPD def2/J DEFGRID3
* xyz 1 1
C 2.263 0.588 -0.678
C 0.874 0.106 -0.156
C 0.625 0.939 1.120
C -0.384 0.198 2.017
C -2.715 0.034 1.872
N -1.635 0.127 1.244
N -0.295 0.330 -1.209
H 2.741 -0.233 -1.206
H 2.975 0.804 0.109
H 2.100 1.443 -1.324
H 0.821 -0.997 -0.277
H 1.542 1.186 1.663
H 0.202 1.908 0.785
H -0.083 -0.849 2.129
H -0.541 0.697 3.028
H -3.651 -0.253 1.423
H -2.857 0.009 2.945
H -0.931 -0.461 -1.146
H 0.153 0.219 -2.138
H -0.789 1.199 -1.027
H -0.023 -2.938 -2.560
H -0.372 -2.041 -3.755
O -0.018 -2.016 -2.859
*
```

gap between HOMO and LUMO: 10.8 eV


Which structure wins on stability? ii) wins.


i) 2 unconnected molecules or ions with the total composition C4H10N2O2, computed with ωB97M-V with the def2-TZVPD basis set.

ORCA input file:
```
! RIJCOSX wB97M-V def2-TZVPD def2/J DEFGRID3
* xyz 0 1
C 1.629 -2.567 0.896
C 0.437 -1.788 1.352
N -0.517 -1.585 0.386
O 0.316 -1.294 2.453
H 2.195 -2.835 1.749
H 2.309 -2.029 0.239
H 1.361 -3.517 0.431
H -1.339 -1.018 0.446
H -0.324 -2.073 -0.467
C 0.781 1.247 -0.817
C -0.501 1.851 -1.359
N -1.578 1.937 -0.510
O -0.565 2.491 -2.392
H 0.833 0.180 -0.955
H 0.800 1.581 0.218
H 1.516 1.941 -1.183
H -2.423 2.360 -0.855
H -1.798 1.409 0.316
*
```

gap between HOMO and LUMO: 10.4 eV
SMILES: CC(N)=O.CC(N)=O


ii) A single C4H10N2O2 molecule, computed with ωB97M-V with the def2-TZVPD basis set.

ORCA input file:
```
! RIJCOSX wB97M-V def2-TZVPD def2/J DEFGRID3
* xyz 0 1
H 0.211 -2.389 2.162
N 0.389 -1.407 1.937
C 0.210 -1.203 0.670
C 0.737 0.070 -0.016
C 2.049 -0.211 -0.744
N -0.355 0.582 -0.860
O -0.417 -0.226 -2.036
O -1.593 0.189 0.017
C -2.040 1.323 0.748
H -0.145 -2.002 -0.001
H 0.916 0.816 0.766
H 2.886 0.019 -0.077
H 2.168 0.420 -1.630
H 2.136 -1.258 -1.051
H -0.654 0.437 -2.709
H -2.019 2.229 0.133
H -3.073 1.152 1.061
H -1.406 1.459 1.630
*
```

gap between HOMO and LUMO: 10.4 eV
SMILES: [H]/N=C/[C@@H](C)N(O)OC


iii) A single C4H10N2O2 molecule, computed with ωB97M-V with the def2-TZVPD basis set.

ORCA input file:
```
! RIJCOSX wB97M-V def2-TZVPD def2/J DEFGRID3
* xyz 0 1
C 0.320 0.997 0.294
C 1.630 1.400 -0.261
C -0.181 -1.323 -1.565
N -0.997 -0.981 -0.403
C -0.258 -0.373 0.719
N -1.259 -0.075 1.779
O -0.549 1.977 0.268
O 0.955 -0.661 1.135
H -1.437 1.577 0.414
H -1.425 -1.835 -0.053
H -0.779 -0.130 2.672
H -2.000 -0.768 1.777
H 2.323 1.383 0.578
H 1.987 0.636 -0.955
H 1.638 2.369 -0.750
H 0.739 -1.856 -1.301
H -0.781 -1.932 -2.243
H 0.073 -0.406 -2.103
*
```

gap between HOMO and LUMO (alpha / beta): 8.6 / 8.6 eV


Which structure wins on stability? i) wins.


i) A single C2H4N2O2 molecule, computed with ωB97M-V with the def2-TZVPD basis set.

ORCA input file:
```
! RIJCOSX wB97M-V def2-TZVPD def2/J DEFGRID3
* xyz 0 1
H 1.648 -1.510 -0.114
N 1.735 -0.665 -0.691
C 1.144 0.339 -0.117
C 0.279 0.188 1.093
O 0.720 0.168 2.222
O -1.114 0.218 0.683
N -1.400 0.143 -0.733
H 0.907 1.290 -0.657
H -2.275 0.667 -0.806
H -1.643 -0.839 -0.881
*
```

gap between HOMO and LUMO: 10.6 eV
SMILES: [H]/N=C\C(=O)ON


ii) A single C2H4N2O2 molecule, computed with ωB97M-V with the def2-TZVPD basis set.

ORCA input file:
```
! RIJCOSX wB97M-V def2-TZVPD def2/J DEFGRID3
* xyz 0 1
C 0.853 -0.732 -0.278
C -0.604 -0.828 -0.166
N 3.117 1.759 0.362
N 1.326 0.574 -0.078
O 1.592 -1.578 -0.686
O 2.590 0.730 -0.072
H -1.174 -0.220 0.494
H -0.829 -2.039 -0.019
H -1.025 -0.561 -1.053
H 2.388 2.419 0.665
*
```

gap between HOMO and LUMO (alpha / beta): 8.6 / 9.3 eV


Which structure wins on stability? i) wins.


i) A single C5H14N2 molecule, computed with ωB97M-V with the def2-TZVPD basis set.

ORCA input file:
```
! RIJCOSX wB97M-V def2-TZVPD def2/J DEFGRID3
* xyz 0 1
C -0.362 -2.004 -2.472
C -1.100 -1.096 -1.460
N -0.205 -0.128 -0.857
C -0.673 0.490 0.364
C 0.541 1.332 1.049
C 1.634 0.381 1.501
N -0.118 2.179 2.040
H -1.053 -2.671 -3.023
H 0.301 -1.330 -3.021
H 0.221 -2.673 -1.894
H -2.027 -0.630 -1.812
H -1.303 -1.755 -0.608
H 0.336 0.550 -1.403
H -0.947 -0.382 0.966
H -1.614 1.084 0.438
H 0.940 1.980 0.234
H 1.799 -0.352 0.697
H 1.230 -0.247 2.281
H 2.536 0.850 1.852
H -0.733 1.672 2.650
H 0.599 2.750 2.478
*
```

gap between HOMO and LUMO: 9.6 eV
SMILES: CCNC[C@H](C)N


ii) A single C5H14N2 molecule, computed with ωB97M-V with the def2-TZVPD basis set.

ORCA input file:
```
! RIJCOSX wB97M-V def2-TZVPD def2/J DEFGRID3
* xyz 0 1
C 1.061 3.261 -0.781
N 0.455 1.987 -0.913
C 0.363 1.234 0.344
C -0.673 -0.003 0.293
C -0.343 -1.225 -0.641
C -0.002 -2.543 0.211
N -0.828 -2.752 1.383
H 0.441 3.982 -0.188
H 1.348 3.740 -1.657
H 1.871 3.216 -0.119
H -0.404 2.101 -1.397
H 0.133 1.891 1.145
H 1.282 0.671 0.674
H -1.624 0.354 -0.093
H -0.778 -0.372 1.317
H 0.497 -1.005 -1.345
H -1.212 -1.432 -1.187
H 0.057 -3.340 -0.449
H 1.038 -2.402 0.332
H -1.765 -2.932 1.073
H -0.708 -3.451 2.040
*
```

gap between HOMO and LUMO: 9.6 eV
SMILES: CNCCCCN


iii) A single C5H14N2 molecule, computed with ωB97M-V with the def2-TZVPD basis set.

ORCA input file:
```
! RIJCOSX wB97M-V def2-TZVPD def2/J DEFGRID3
* xyz 0 1
C 0.033 1.209 -3.171
N -0.176 0.404 -1.980
C 0.903 0.210 -1.048
C 0.487 -0.808 -0.008
C -0.729 -0.268 0.773
C -0.343 0.162 2.254
N -0.248 -0.900 3.302
H -0.855 1.383 -3.854
H 0.845 0.899 -3.831
H 0.240 2.205 -2.785
H -0.702 -0.450 -2.150
H 1.871 -0.075 -1.552
H 1.218 1.160 -0.573
H 0.173 -1.762 -0.457
H 1.296 -1.050 0.691
H -1.178 0.596 0.269
H -1.634 -0.931 0.865
H -1.124 0.861 2.586
H 0.729 0.486 2.236
H 0.682 -1.320 3.258
H -0.925 -1.603 2.983
*
```

gap between HOMO and LUMO: 9.7 eV
SMILES: CNCCCCN


Which structure wins on stability? i) wins.